(1)
# C33H46FINO2PbSi

A structure of composition C33H46FINO2PbSi in a non-equilibrium geometry (ωB97M-V/def2-TZVPD, OMol25).

Summary:
Charge   -1
Max |F|   0.0455 Eh/bohr
Electronic energy   -2370.33311 hartree

Last column: Löwdin charge in e.
Element x y z (Å)
Pb 0.16057 0.41900 0.12065  1.658
C -2.55756 0.16845 -0.55945  -0.129
C -2.68875 0.54942 0.80913  -0.192
C -2.25615 1.93578 0.87528  -0.224
C -1.89156 2.32031 -0.44379  -0.138
C -2.01450 1.22685 -1.31976  -0.363
C -1.81515 1.19883 -2.82225  -0.510
C -1.91271 -0.27891 -3.33346  -0.045
C -2.96971 2.02396 -3.45830  -0.054
C -0.41904 1.75187 -3.19295  -0.044
C -2.05580 2.94279 2.00770  -0.499
C -2.06941 4.40338 1.40719  -0.066
C -0.69577 2.80925 2.74911  -0.052
C -3.28117 2.90104 2.94797  -0.053
C -3.32291 -0.42762 1.82474  -0.543
C -3.28880 -1.87376 1.31946  -0.063
C -2.51496 -0.37940 3.14366  -0.038
C -4.78122 -0.12911 2.08771  -0.064
H -2.65602 -0.85550 -0.96072  0.105
H -1.37253 3.20262 -0.70095  0.091
H -2.81646 -0.78894 -2.98722  0.075
H -1.00571 -0.79909 -3.08046  0.051
H -1.98047 -0.23562 -4.44137  0.088
H -3.92520 1.58447 -3.30425  0.066
H -2.93617 2.21318 -4.50941  0.054
H -3.03587 3.09291 -3.11113  0.094
H 0.35892 1.05938 -2.93759  0.058
H -0.25849 2.73550 -2.75838  0.077
H -0.35685 1.96369 -4.24799  0.073
H -1.13829 4.67521 0.96404  0.065
H -2.32819 5.12592 2.17460  0.070
H -2.84671 4.50006 0.64667  0.084
H 0.12075 2.82062 2.01451  0.060
H -0.65281 1.84094 3.29098  0.066
H -0.44386 3.68152 3.39476  0.089
H -4.12646 3.14699 2.36808  0.070
H -3.18128 3.71518 3.64345  0.072
H -3.44947 1.95504 3.44041  0.049
H -2.32928 -2.14856 0.94662  0.058
H -4.01996 -2.00848 0.50872  0.089
H -3.53862 -2.51480 2.15706  0.080
H -1.54534 -0.87295 2.95464  0.083
H -3.07779 -1.04761 3.84542  0.093
H -2.40403 0.60790 3.52362  0.029
H -5.35604 -0.25724 1.19643  0.070
H -4.97622 0.91987 2.34127  0.067
H -5.21809 -0.79226 2.87635  0.096
C 4.58439 0.13849 2.79477  -0.175
Si 3.10587 -0.61168 1.84034  0.315
C 3.57383 -2.40076 1.39755  -0.155
C 1.64631 -0.84939 2.94376  -0.205
N 2.63255 0.45609 0.62802  -0.200
C 3.43568 0.89011 -0.39819  -0.352
C 4.53822 0.20618 -0.91469  -0.049
C 5.29657 0.71822 -1.94208  -0.112
C 4.97006 1.95090 -2.51333  -0.136
C 3.86398 2.67069 -2.09330  -0.026
C 3.14970 2.08591 -1.05071  -0.241
F 2.01723 2.73796 -0.67650  -0.011
H 5.00379 -0.63634 3.45786  0.017
H 4.20405 0.92589 3.46680  0.020
H 5.38106 0.55808 2.17403  0.017
H 4.56923 -2.42143 1.04071  0.000
H 2.87577 -2.78862 0.69893  -0.004
H 3.48205 -2.96826 2.33170  0.035
H 2.00844 -1.02365 3.97730  0.039
H 1.09519 -1.74825 2.61994  0.025
H 0.89927 -0.04202 3.05988  0.001
H 4.78265 -0.72002 -0.47770  0.076
H 6.17879 0.14127 -2.24528  0.099
H 5.58177 2.30778 -3.34643  0.089
H 3.62934 3.60192 -2.55711  0.101
I 2.33828 -7.70530 -3.69653  0.867
C 1.85727 -5.95149 -2.76505  -0.789
C 2.11381 -4.72935 -3.35130  -0.150
C 1.82822 -3.57279 -2.67196  -0.025
C 1.17223 -3.61342 -1.47768  -0.141
C 0.77837 -4.82504 -0.93565  -0.014
C 1.11752 -5.98732 -1.58815  -0.164
C 0.67853 -2.30403 -0.91071  -0.666
O 0.73617 -1.31445 -1.71023  -0.137
O 0.25720 -2.27364 0.24525  -0.079
H 2.62085 -4.62701 -4.32656  0.106
H 1.99486 -2.63995 -3.12362  0.108
H 0.22337 -4.78586 0.00247  0.125
H 0.64862 -6.93152 -1.31744  0.088

***

(2)
# C33H46P2SiTi

A structure of composition C33H46P2SiTi in a non-equilibrium geometry (ωB97M-V/def2-TZVPD, OMol25).

Summary:
<S²>   2.259
Spin multiplicity   3
Charge   0
Energy relative to the best compared isomer or geometry (same formula, charge and spin)   0.0 kJ/mol
Max |F|   0.0911 Eh/bohr
Electronic energy   -3106.19504 hartree

Last column: Löwdin charge in e.
Element x y z (Å)
P 3.48799 -1.62962 -2.95809  0.808
P 2.62505 -4.76375 -0.69848  0.987
C 4.28149 -3.23996 -2.60603  -0.303
C 3.37677 -4.44588 -2.38251  -0.286
H 5.03646 -3.10516 -1.81251  0.091
H 4.87394 -3.40088 -3.52706  0.102
H 2.56852 -4.48099 -3.12942  0.088
H 3.99217 -5.33898 -2.58007  0.102
C 4.00019 -5.58036 0.18529  -0.179
H 3.71240 -5.77881 1.21966  0.067
H 4.90394 -4.95949 0.17698  0.062
H 4.20992 -6.54456 -0.32735  0.064
C 1.39176 -6.05684 -1.00645  -0.158
H 1.89341 -7.04024 -1.01741  0.068
H 0.90608 -5.89118 -1.97254  0.062
H 0.63582 -6.05298 -0.20407  0.073
C 4.94585 -0.56524 -3.29381  -0.203
H 4.62065 0.47203 -3.47501  0.064
H 5.47441 -0.94862 -4.17363  0.039
H 5.63975 -0.57221 -2.42471  0.070
C 2.49683 -1.58011 -4.45280  -0.190
H 1.71029 -2.34997 -4.41597  0.056
H 3.12534 -1.73182 -5.33661  0.047
H 2.01907 -0.58847 -4.52714  0.072
Ti -1.50958 -0.71049 -1.22590  0.493
C 2.01582 -3.73184 0.71400  -0.369
C 2.94065 -2.82283 1.35595  -0.106
C 4.04055 -2.24499 0.63554  -0.216
C 3.68823 -0.77646 0.30795  -0.202
C 3.35998 -0.59947 -1.11313  -0.350
C 2.22190 -1.31781 -1.70720  -0.340
C 1.07845 -2.42561 -1.35699  -0.196
C 0.85090 -2.86424 0.07121  -0.249
C -1.02553 1.28599 -1.75844  -0.261
H 1.60247 -4.45319 1.47495  0.147
H 2.55386 -2.29766 2.23528  0.134
H 4.16715 -2.79730 -0.30753  0.046
H 5.00762 -2.30449 1.13205  0.120
H 2.83540 -0.41568 0.89785  0.090
H 4.56038 -0.11093 0.54636  0.123
H 3.42868 0.43412 -1.46383  0.097
H 1.58423 -0.55197 -2.19122  0.093
H 1.08692 -3.31607 -2.04013  0.078
H 0.09710 -1.96018 -1.70530  0.025
H 0.69066 -1.96274 0.68891  0.027
H -0.07215 -3.46049 0.15026  0.098
H -2.04369 1.48429 -2.18014  -0.012
H -0.29503 1.20109 -2.60309  -0.040
H -0.74621 2.10401 -1.09937  -0.037
C -1.18030 -2.93843 4.88426  -0.111
C -1.55679 -3.42858 3.62053  -0.096
C -1.46632 -2.60363 2.49846  -0.122
C -0.94293 -1.31030 2.58613  -0.288
C -0.49406 -0.85039 3.84176  -0.076
C -0.65714 -1.65225 4.98949  -0.095
Si -0.96277 -0.23943 1.04141  0.643
C -2.75686 -0.39080 0.41524  -0.379
C -3.37766 -1.12616 -0.71810  -0.333
C -4.71031 -0.81384 -1.07536  -0.111
C -5.50837 -0.12967 -0.15369  -0.115
C -4.96792 0.29453 1.08829  -0.112
C -3.61953 0.16603 1.38430  -0.138
C -0.57073 1.50890 1.64985  -0.283
C -1.51060 2.54738 1.58015  -0.101
C -1.26091 3.77013 2.21958  -0.078
C -0.02055 4.00830 2.84921  -0.103
C 0.96534 3.02939 2.75785  -0.113
C 0.71791 1.79727 2.16087  -0.122
H -1.31350 -3.55839 5.77093  0.093
H -1.94750 -4.43827 3.51918  0.091
H -1.81794 -2.97336 1.52914  0.091
H -0.04304 0.11901 3.90808  0.076
H -0.37340 -1.24695 5.95915  0.095
H -2.80288 -2.11612 -0.90317  0.053
H -5.12195 -1.09953 -2.06016  0.098
H -6.56446 0.07658 -0.37481  0.093
H -5.65605 0.72898 1.82053  0.091
H -3.23760 0.49295 2.33838  0.096
H -2.43622 2.40879 1.03565  0.097
H -2.03664 4.52979 2.24325  0.095
H 0.14377 4.92562 3.39407  0.088
H 1.95698 3.21383 3.21195  0.102
H 1.49685 1.04699 2.06879  0.081

***

- Which value of charge does entry 1 give?
  -1

***

- The highest electronic energy belongs to which entry?
  C33H46FINO2PbSi